(1)
Entry from the OMol25 dataset: C4H3CeCl2N5O3Pr as an isolated structure (ωB97M-V with the def2-TZVPD basis set).

strongest force on any atom = 0.2177 hartree/bohr
net charge = +4
ΔE to the lowest compared entry with this formula, charge and spin = 0.0 kJ/mol
frontier orbital gap (spin up / spin down) = 7.4 / 8.2 eV
energy = -69784.3108 eV
multiplicity = 4
HOMO energy (spin up / spin down) = -23.49 / -23.49 eV
LUMO (spin up / spin down) = -16.06 / -15.25 eV

Each line ends with the Mulliken spin population.
Positions of all 19 atoms, in Å:
N1 0.969 2.500 0.269  -0.006
Cl1 -1.014 2.588 -4.621  -0.013
N2 1.421 3.805 2.021  -0.005
O1 -0.260 1.368 -8.974  0.003
H1 -0.047 3.733 4.050  0.000
N3 0.303 3.037 2.255  0.004
O2 0.530 -1.367 -8.723  0.001
C1 -0.835 -0.734 1.030  -0.004
Cl2 0.932 -0.194 -2.929  -0.007
C2 0.420 -0.725 -7.733  -0.005
C3 1.809 3.395 0.814  0.005
N4 -0.061 2.352 1.203  -0.007
O3 -0.988 -1.507 1.874  0.001
Pr1 -0.413 1.254 -0.867  2.012
N5 -0.613 3.446 3.251  0.004
H2 -1.216 2.652 3.492  0.000
Ce1 0.175 0.473 -5.457  1.019
C4 0.011 0.876 -7.929  -0.003
H3 2.683 3.711 0.325  0.000

---

(2)
Entry from the OMol25 dataset: one molecule with the formula C4H3Cl3N2OS (ωB97M-V with the def2-TZVPD basis set).

strongest force on any atom = 0.0905 hartree/bohr
ΔE to the lowest compared entry with this formula, charge and spin = 0.0 kJ/mol
frontier orbital gap = 9.1 eV
SMILES = O=C1NC(=S)N[C@H]1C(Cl)(Cl)Cl
energy = -57626.9985 eV
HOMO energy = -8.96 eV
LUMO = 0.14 eV

Each line ends with the natural charge from an NBO analysis.
Positions of all 14 atoms, in Å:
Cl1 2.092 1.816 -0.946  0.060
C1 -0.208 -1.284 0.316  0.697
C2 0.274 -0.292 -0.804  -0.164
C3 1.684 0.332 -0.153  -0.135
C4 -1.529 0.579 0.260  0.244
Cl2 1.388 0.652 1.559  0.026
S1 -2.711 1.540 0.763  -0.140
N1 -1.323 -0.592 0.845  -0.640
N2 -0.719 0.726 -0.809  -0.600
H1 -1.854 -0.931 1.695  0.455
O1 0.268 -2.339 0.585  -0.516
H2 -0.839 1.433 -1.483  0.439
H3 0.438 -0.795 -1.692  0.240
Cl3 3.039 -0.845 -0.135  0.035

---

(3)
Entry from the OMol25 dataset: one molecule with the formula C4H3ClFN (ωB97M-V with the def2-TZVPD basis set).

strongest force on any atom = 0.0127 hartree/bohr
ΔE to the lowest compared entry with this formula, charge and spin = 0.0 kJ/mol
frontier orbital gap = 9.3 eV
SMILES = Fc1ccc(Cl)[nH]1
energy = -20926.1702 eV
HOMO energy = -8.42 eV
LUMO = 0.86 eV

Each line ends with the natural charge from an NBO analysis.
Positions of all 10 atoms, in Å:
H1 -0.176 -1.779 -0.007  0.431
C1 -1.318 1.213 -0.002  -0.377
H2 -2.069 1.995 0.003  0.239
H3 0.621 2.333 0.003  0.233
C2 -1.505 -0.128 0.000  0.524
F1 -2.629 -0.844 0.001  -0.301
N1 -0.318 -0.780 0.000  -0.556
Cl1 2.335 -0.315 -0.001  0.026
C3 0.111 1.397 -0.002  -0.292
C4 0.681 0.164 0.006  0.074

---

(4)
Entry from the OMol25 dataset: one molecule with the formula C4H3ClN2O (ωB97M-V with the def2-TZVPD basis set).

strongest force on any atom = 0.0989 hartree/bohr
ΔE to the lowest compared entry with this formula, charge and spin = 407.3 kJ/mol
frontier orbital gap = 9.7 eV
SMILES = C=C(Cl)/C(C#N)=N\O
energy = -21742.4954 eV
HOMO energy = -10.07 eV
LUMO = -0.36 eV

Each line ends with the natural charge from an NBO analysis.
Positions of all 11 atoms, in Å:
N1 -0.921 1.181 -0.485  -0.076
C1 0.238 0.768 -0.145  0.068
N2 2.444 2.230 0.267  -0.266
O1 -1.920 0.231 -0.449  -0.541
C2 -0.222 -1.455 0.738  -0.344
H1 -0.086 -2.456 0.937  0.208
H2 -1.327 -1.204 0.838  0.249
Cl1 2.257 -0.958 -0.601  0.031
H3 -2.548 0.651 -1.246  0.503
C3 0.632 -0.637 0.048  -0.077
C4 1.453 1.649 0.098  0.244

---

(5)
Entry from the OMol25 dataset: one molecule with the formula C4H3ClN2S (ωB97M-V with the def2-TZVPD basis set).

strongest force on any atom = 0.0934 hartree/bohr
ΔE to the lowest compared entry with this formula, charge and spin = 134.4 kJ/mol
frontier orbital gap = 9.6 eV
SMILES = Sc1ncncc1Cl
energy = -30532.6791 eV
HOMO energy = -9.56 eV
LUMO = 0.04 eV

Each line ends with the natural charge from an NBO analysis.
Positions of all 11 atoms, in Å:
C1 0.611 -0.654 -0.226  0.122
Cl1 1.956 1.706 -0.033  0.028
S1 2.188 -1.601 0.183  -0.007
H1 -1.159 2.369 0.558  0.256
H2 -2.671 -1.374 -0.050  0.198
N1 -1.799 0.521 0.183  -0.455
C2 0.536 0.701 -0.083  -0.174
C3 -0.694 1.277 0.142  0.055
N2 -0.491 -1.465 -0.111  -0.442
H3 3.172 -0.694 -0.457  0.167
C4 -1.651 -0.786 -0.104  0.251

---

(6)
Entry from the OMol25 dataset: one molecule with the formula C4H3ClN2S (ωB97M-V with the def2-TZVPD basis set).

strongest force on any atom = 0.1004 hartree/bohr
ΔE to the lowest compared entry with this formula, charge and spin = 218.8 kJ/mol
frontier orbital gap = 7.4 eV
SMILES = S/C=C1\N=CN=C1Cl
energy = -30531.8035 eV
HOMO energy = -8.99 eV
LUMO = -1.57 eV

Each line ends with the natural charge from an NBO analysis.
Positions of all 11 atoms, in Å:
H1 -0.670 -2.689 0.781  0.200
C1 1.126 -0.055 0.907  0.108
N1 -0.675 -0.875 -0.196  -0.501
C2 0.079 1.391 -0.958  -0.208
S1 -1.455 1.353 -1.832  0.048
C3 -0.191 -1.759 0.640  0.237
H2 -2.377 0.505 -0.797  0.232
C4 0.179 0.234 -0.101  -0.028
H3 0.689 2.283 -1.005  0.251
Cl1 2.330 0.928 1.287  0.135
N2 0.966 -1.316 1.273  -0.475

---

(7)
Entry from the OMol25 dataset: C4H3ClN2S as an isolated structure (ωB97M-V with the def2-TZVPD basis set).

strongest force on any atom = 0.0604 hartree/bohr
ΔE to the lowest compared entry with this formula, charge and spin = 451.8 kJ/mol
frontier orbital gap = 7.9 eV
energy = -30529.3891 eV
HOMO energy = -9.01 eV
LUMO = -1.12 eV

Each line ends with the natural charge from an NBO analysis.
Positions of all 11 atoms, in Å:
Cl1 1.601 1.700 5.659  0.109
H1 1.883 0.330 0.599  0.430
C1 0.204 -0.171 1.848  0.352
C2 -0.036 0.017 -0.307  -0.117
H2 0.468 0.108 -1.219  0.216
N1 -1.084 -0.234 1.694  -0.489
C3 -1.248 -0.076 0.336  -0.090
H3 -2.081 -0.051 -0.284  0.211
C4 2.086 0.204 5.190  -0.293
N2 0.933 -0.019 0.712  -0.587
S1 1.470 -0.552 3.803  0.258

---

(8)
Entry from the OMol25 dataset: one molecule with the formula C4H3ClO (ωB97M-V with the def2-TZVPD basis set).

strongest force on any atom = 0.0808 hartree/bohr
ΔE to the lowest compared entry with this formula, charge and spin = 148.7 kJ/mol
frontier orbital gap = 11.0 eV
SMILES = C#CCC(=O)Cl
energy = -18764.1065 eV
HOMO energy = -10.29 eV
LUMO = 0.71 eV

Each line ends with the natural charge from an NBO analysis.
Positions of all 9 atoms, in Å:
C1 -0.086 0.415 0.157  -0.020
O1 2.612 1.749 -0.805  -0.492
C2 2.252 0.649 -0.482  0.502
H1 -1.579 0.469 1.757  0.214
C3 -0.907 0.477 1.032  -0.178
Cl1 3.165 -0.330 0.533  0.019
H2 1.121 -0.989 -1.069  0.253
H3 0.428 0.552 -1.801  0.266
C4 0.864 0.043 -0.897  -0.563

---

(9)
Entry from the OMol25 dataset: a 2-piece molecular cluster, C4H3ClOS overall (ωB97M-V with the def2-TZVPD basis set).

strongest force on any atom = 0.0883 hartree/bohr
ΔE to the lowest compared entry with this formula, charge and spin = 322.0 kJ/mol
frontier orbital gap (spin up / spin down) = 7.6 / 7.6 eV
energy = -29597.8192 eV
HOMO energy (spin up / spin down) = -8.94 / -8.94 eV
LUMO (spin up / spin down) = -1.39 / -1.39 eV

Each line ends with the natural charge from an NBO analysis.
Positions of all 10 atoms, in Å:
C1 0.361 -0.194 -0.136  -0.018
Cl1 -2.633 0.310 -1.231  0.011
S1 2.124 1.639 -1.196  0.080
C2 -1.644 0.558 0.160  0.530
C3 1.146 0.947 -0.089  -0.387
C4 0.455 -1.518 0.030  -0.411
H1 1.397 -1.852 0.241  0.212
H2 -0.442 -2.220 0.084  0.235
O1 -1.990 0.944 1.194  -0.476
H3 1.226 1.386 0.942  0.226

---

(10)
Entry from the OMol25 dataset: C4H3CuNaO2 as an isolated structure (ωB97M-V with the def2-TZVPD basis set).

strongest force on any atom = 0.1270 hartree/bohr
net charge = +2
frontier orbital gap (spin up / spin down) = 7.2 / 7.7 eV
energy = -57323.3322 eV
multiplicity = 2
HOMO energy (spin up / spin down) = -16.29 / -16.77 eV
LUMO (spin up / spin down) = -9.05 / -9.06 eV

Each line ends with the natural charge from an NBO analysis.
Positions of all 11 atoms, in Å:
C1 -0.682 0.038 0.470  0.571
H1 1.600 -0.043 -2.439  0.297
O1 0.129 0.499 -0.971  -0.580
C2 0.905 -1.271 -0.644  -0.038
C3 0.978 -0.331 -1.597  0.032
Cu1 -1.255 2.944 -0.640  0.980
Na1 2.403 -0.897 1.451  0.988
C4 -0.386 -1.215 0.661  -0.380
O2 -1.206 1.197 0.838  -0.737
H2 -1.819 1.131 1.584  0.560
H3 -0.667 -2.053 1.287  0.306

---

(11)
Entry from the OMol25 dataset: C4H3EuLiO as an isolated structure (ωB97M-V with the def2-TZVPD basis set).

strongest force on any atom = 0.0805 hartree/bohr
net charge = +2
ΔE to the lowest compared entry with this formula, charge and spin = 242.3 kJ/mol
frontier orbital gap (spin up / spin down) = 5.3 / 5.3 eV
energy = -25755.2057 eV
multiplicity = 8
HOMO energy (spin up / spin down) = -16.95 / -17.00 eV
LUMO (spin up / spin down) = -11.69 / -11.67 eV

Each line ends with the Mulliken spin population.
Positions of all 10 atoms, in Å:
H1 1.074 0.404 -2.328  0.001
C1 0.764 1.919 -0.848  0.001
H2 0.263 2.571 -1.691  0.003
C2 -1.019 -2.652 1.522  -0.047
H3 -1.502 -3.603 1.353  -0.001
C3 -0.427 -1.597 1.728  0.026
Eu1 0.577 0.727 2.134  7.017
C4 0.476 0.732 -1.469  0.003
Li1 -0.908 -0.750 -0.770  0.001
O1 0.703 2.247 0.370  -0.006

---

(12)
Entry from the OMol25 dataset: one molecule with the formula C4H3F2N (ωB97M-V with the def2-TZVPD basis set).

strongest force on any atom = 0.1748 hartree/bohr
ΔE to the lowest compared entry with this formula, charge and spin = 178.0 kJ/mol
frontier orbital gap = 9.5 eV
SMILES = CC(C#N)=C(F)F
energy = -11119.0591 eV
HOMO energy = -9.33 eV
LUMO = 0.14 eV

Each line ends with the natural charge from an NBO analysis.
Positions of all 10 atoms, in Å:
F1 2.431 1.814 0.005  -0.293
C1 1.421 -0.454 0.101  -0.270
C2 0.005 -0.010 -0.034  -0.636
H1 -0.155 0.663 -0.854  0.236
H2 -0.425 -1.030 -0.068  0.244
C3 2.619 0.515 0.060  0.837
F2 3.917 0.252 0.052  -0.278
N1 2.321 -2.757 -0.188  -0.291
H3 -0.416 0.621 0.689  0.235
C4 1.903 -1.742 0.059  0.215